No. 1
10
Properties=species:S:1:pos:R:3:lowdin_charge:R:1 method="wB97M-V/def2-TZVPD" relative_energy_kj_mol=617.8 gap_ha="0.2669 / 0.2696" lumo_ev="-1.54 / -1.49" molar_mass_da=80.1 e_tot_ha=-267.87703
C -0.6699 1.6686 1.4814 0.192
C 1.0452 -2.6276 0.3372 -0.154
C -0.3897 1.2436 0.3854 -0.135
C 0.7792 -1.4643 0.2323 -0.114
C -0.1099 0.7510 -0.8814 -0.152
O -1.0400 0.3470 -1.7442 0.094
H -0.8779 2.0134 2.4512 0.041
H 1.3253 -3.6162 0.5833 -0.035
H 0.8772 0.8645 -1.3024 0.124
H -1.8998 0.2437 -1.3117 0.140

***

No. 2
8
Properties=species:S:1:pos:R:3:mulliken_spin:R:1 method="wB97M-V/def2-TZVPD" relative_energy_kj_mol=9.8 multiplicity=2 gap_ha="0.3929 / 0.2588" lumo_ev="0.91 / -2.35" molar_mass_da=65.1 e_tot_ha=-514.46783
O -0.5133 -2.2515 -1.0129 0.000
H -0.3851 -1.3686 -0.6369 -0.005
C 0.3305 0.9957 1.5447 -0.052
S 0.0991 0.8840 -0.2341 0.989
H 0.6174 2.0135 1.8126 -0.003
H 1.1219 0.3647 1.9497 0.029
H -0.6229 0.7504 2.0118 0.042
H 0.1463 -2.4579 -1.6739 0.001

***

No. 3
90
Properties=species:S:1:pos:R:3:lowdin_charge:R:1 method="wB97M-V/def2-TZVPD" gap_ha="0.2051 / 0.2050" lumo_ev="-2.74 / -2.74" molar_mass_da=729.9 e_tot_ha=-2252.20240 total_charge=+1
C 2.1235 -1.3196 -0.6525 -0.374
C 1.3377 0.7536 -1.4770 -0.393
C 3.0472 -1.4067 -1.6798 -0.081
C 2.1088 0.5528 -2.6638 -0.052
C 3.0215 -0.4866 -2.7160 -0.068
H 3.7319 -2.2402 -1.7209 0.106
H 2.1145 1.3757 -3.3928 0.117
H 3.6862 -0.5853 -3.5596 0.108
N 1.3177 -0.2541 -0.5234 -0.004
P 0.5483 -2.7780 1.2565 0.982
P 0.1955 2.5594 0.3553 0.980
C 2.1442 -2.4493 0.4064 -0.284
H 2.5008 -3.4016 -0.0364 0.095
H 2.9094 -2.1740 1.1523 0.089
C 0.6885 1.9964 -1.2531 -0.365
H 0.1863 2.4243 -2.1329 0.048
C -1.5291 3.5996 0.2979 -0.633
C 1.7253 3.6779 0.2985 -0.693
C -0.4133 -3.8803 -0.0129 -0.667
C 1.1560 -3.5031 2.8952 -0.707
C -2.6932 2.8491 0.9597 -0.128
H -2.5822 2.8428 2.0525 0.064
H -3.6320 3.3959 0.7532 0.099
H -2.8240 1.8214 0.6098 0.027
C -1.4036 4.8953 1.1067 -0.111
H -1.1249 4.6736 2.1469 0.079
H -0.6980 5.6220 0.6888 0.074
H -2.3970 5.3774 1.1398 0.095
C -1.8566 3.8386 -1.1709 -0.104
H -2.6101 4.6365 -1.2680 0.098
H -0.9915 4.1547 -1.7595 0.062
H -2.2938 2.9414 -1.6286 0.053
C 1.8469 4.4823 1.5855 -0.104
H 2.1821 3.8389 2.4129 0.060
H 2.6127 5.2591 1.3902 0.095
H 0.9137 4.9786 1.8895 0.049
C 2.9644 2.7630 0.1618 -0.081
H 2.8067 1.8137 0.6838 0.044
H 3.2151 2.5566 -0.8843 0.084
H 3.8211 3.2608 0.6287 0.093
C 1.5823 4.6071 -0.9158 -0.093
H 1.6673 4.0353 -1.8554 0.075
H 0.6410 5.1839 -0.9376 0.067
H 2.4174 5.3315 -0.8742 0.095
C -0.0741 -4.0197 3.6605 -0.099
H 0.2686 -4.4342 4.6173 0.093
H -0.7889 -3.2113 3.8815 0.076
H -0.6114 -4.8096 3.1176 0.074
C 1.8113 -2.3942 3.7507 -0.099
H 2.6776 -1.9070 3.2827 0.075
H 1.0941 -1.6094 4.0387 0.061
H 2.1620 -2.8621 4.6857 0.100
C 2.1549 -4.6427 2.6449 -0.085
H 3.0539 -4.3279 2.0950 0.081
H 2.4893 -5.0193 3.6226 0.094
H 1.6976 -5.4839 2.1075 0.070
C -0.1340 -3.3344 -1.4241 -0.096
H 0.8887 -3.5458 -1.7592 0.087
H -0.8325 -3.7901 -2.1423 0.099
H -0.2945 -2.2453 -1.4739 0.051
C -1.9067 -3.6957 0.2771 -0.110
H -2.2493 -2.7159 -0.0824 0.057
H -2.4783 -4.4746 -0.2371 0.092
H -2.1290 -3.7788 1.3495 0.071
C -0.0620 -5.3769 0.0562 -0.091
H 1.0040 -5.5857 -0.1250 0.083
H -0.3666 -5.8464 1.0066 0.077
H -0.6326 -5.8898 -0.7394 0.094
Pb -0.3845 -0.0736 1.4648 1.084
C 1.6029 1.2432 2.8413 -0.122
O 2.5634 1.2796 3.4696 0.092
N -1.9629 -0.0259 -0.5997 0.099
C -2.2431 0.2135 -1.7188 -0.095
C -2.3474 0.2826 -3.2190 -0.563
C -1.6005 1.3899 -3.9614 -0.036
C -1.7799 -1.0620 -3.6665 -0.038
C -3.8443 0.4796 -3.4407 -0.044
H -1.9293 2.3832 -3.6550 0.076
H -0.5116 1.3190 -3.8936 0.073
H -1.8290 1.3303 -5.0337 0.104
H -2.2708 -1.8667 -3.1058 0.086
H -1.9001 -1.2483 -4.7359 0.103
H -0.6953 -1.1066 -3.4613 0.091
H -4.1072 0.5492 -4.5009 0.099
H -4.3765 -0.3869 -3.0170 0.097
H -4.2050 1.3847 -2.9137 0.100
N -2.1114 0.2637 3.5692 -0.070
H -1.8064 -0.2621 4.3950 0.035
H -3.0996 0.0340 3.4111 0.048
H -2.0682 1.2598 3.8047 0.028

***

No. 4
18
Properties=species:S:1:pos:R:3:lowdin_charge:R:1 method="wB97M-V/def2-TZVPD" relative_energy_kj_mol=264.2 gap_ha=0.3639 lumo_ev=0.47 molar_mass_da=167.3 e_tot_ha=-1159.31508 smiles="[H]/N=C(/CS(C)(=O)=O)SC"
C 1.1524 0.8680 -0.2572 -0.708
C 1.9936 -1.8318 -0.8274 -0.305
C -1.9120 -0.3993 1.4237 -0.173
C -0.2477 1.6516 0.5010 -0.147
N 1.5586 1.4377 -1.2951 0.068
O -2.7689 1.4376 -0.2824 -0.333
O -1.2856 -0.2348 -1.2157 -0.335
S 1.3100 -0.6885 0.4990 0.873
S -1.6530 0.5677 -0.0721 0.579
H 2.5925 -1.2018 -1.5442 0.037
H 1.0475 -2.0430 -1.3757 0.038
H 2.4665 -2.7168 -0.4013 0.034
H -0.8412 -0.8871 1.5744 0.040
H -2.4253 0.0751 2.2300 0.056
H -2.6881 -1.1204 1.1633 0.064
H -0.1534 1.4715 1.4948 0.013
H -0.4248 2.6986 0.3681 0.084
H 2.2789 0.9158 -1.9830 0.115